{"formula": "C16H31BrClN2O5", "method": "ωB97M-V/def2-TZVPD", "elements": ["C", "C", "C", "Cl", "C", "N", "C", "N", "C", "C", "C", "O", "Br", "H", "H", "H", "H", "H", "H", "H", "H", "H", "H", "H", "C", "O", "C", "C", "O", "C", "H", "H", "H", "H", "H", "H", "H", "H", "H", "H", "C", "O", "C", "C", "O", "C", "H", "H", "H", "H", "H", "H", "H", "H", "H", "H"], "coordinates": [[4.40188, 3.22231, 0.15684], [3.75880, 2.35971, -0.93374], [2.29437, 2.75444, -1.16475], [2.02321, 3.04659, -2.94022], [1.29824, 1.73005, -0.75674], [1.53766, 0.37569, -0.55572], [0.39938, -0.20885, -0.24513], [-0.57851, 0.67895, -0.22746], [-0.03218, 1.92467, -0.54463], [-0.82366, 3.17536, -0.62232], [-2.10315, 3.02015, -1.40960], [-3.13097, 3.41330, -1.01260], [-2.01115, 2.12088, -3.11257], [5.47753, 3.19412, 0.07992], [4.10488, 4.25279, 0.01274], [4.08751, 2.88905, 1.13897], [4.30904, 2.54686, -1.84193], [3.86427, 1.30610, -0.69802], [2.08467, 3.69545, -0.68892], [2.43315, -0.06989, -0.67080], [0.26296, -1.25335, -0.04977], [-1.55215, 0.50470, -0.03069], [-1.10171, 3.50619, 0.37022], [-0.24059, 3.94426, -1.10820], [2.52130, -5.32161, -3.17781], [1.48247, -4.71832, -3.93497], [0.34729, -4.36429, -3.16990], [0.33345, -2.88788, -2.84176], [1.42358, -2.51376, -1.99684], [2.51085, -1.94874, -2.71286], [3.42706, -5.29193, -3.78005], [2.70343, -4.79119, -2.24031], [2.27679, -6.36512, -2.95963], [0.29132, -4.96403, -2.25644], [-0.53664, -4.58940, -3.77331], [-0.59080, -2.65588, -2.30182], [0.34644, -2.29501, -3.76022], [2.28173, -0.90706, -2.97769], [2.75566, -2.49977, -3.62048], [3.38409, -1.96646, -2.05766], [-4.96843, -0.76671, 3.45499], [-3.94951, -0.11012, 2.71012], [-3.85624, 1.27974, 2.97923], [-2.73548, 1.59453, 3.94922], [-2.97584, 1.05334, 5.23118], [-2.29216, -0.16330, 5.48117], [-4.77798, -1.83675, 3.40264], [-4.96346, -0.45888, 4.50138], [-5.95019, -0.55923, 3.01983], [-4.80486, 1.67239, 3.35316], [-3.64734, 1.77368, 2.02173], [-2.66900, 2.68122, 4.06578], [-1.77578, 1.23751, 3.55463], [-1.23744, 0.03157, 5.70365], [-2.36586, -0.85196, 4.63654], [-2.75195, -0.62611, 6.35165]], "forces_ev_per_a": [[-0.3793, -0.3662, -0.1712], [0.1624, 0.7305, 0.2941], [0.4825, -0.8451, -0.8360], [-0.0733, 0.0567, 0.1204], [-0.5932, 0.2152, 0.3735], [-0.2724, 0.9763, -0.1413], [-0.4675, -1.1520, 0.1707], [0.8593, 1.0477, -0.1859], [0.2214, -0.3236, -0.0468], [0.1160, -0.5695, -0.1497], [0.1566, -0.0689, -0.0267], [-1.0272, 0.3689, 0.3088], [0.3120, -0.1071, -0.1099], [0.3161, -0.1634, 0.1388], [-0.0517, 0.3023, 0.0686], [0.0585, 0.1116, 0.2913], [0.0310, -0.1437, -0.3833], [0.0957, -0.1892, -0.0130], [-0.1670, 0.2949, 0.2051], [-0.0571, -0.3092, 0.0097], [0.1538, -0.2465, -0.0244], [-0.0719, -0.2459, 0.0862], [-0.1439, 0.2244, 0.2015], [0.2551, 0.2491, -0.1323], [-0.0434, -0.0862, -0.0617], [0.0995, 0.1796, 0.1335], [0.0191, -0.1308, -0.2451], [-0.0839, -0.0175, 0.1821], [0.0501, 0.0729, -0.0475], [0.0218, 0.1856, 0.1427], [-0.0300, -0.0236, -0.0501], [-0.0172, 0.0088, 0.0152], [0.0235, 0.0068, 0.0519], [0.0093, 0.0365, 0.0453], [-0.0301, 0.0043, 0.0383], [-0.0139, -0.0030, -0.0228], [0.0300, -0.0010, -0.0229], [0.0629, -0.0346, -0.1514], [-0.0831, -0.0544, 0.0081], [-0.0057, -0.0323, 0.0211], [-0.0430, -0.0198, -0.0581], [0.0743, 0.0133, 0.0687], [0.1579, -0.1385, -0.2397], [-0.1128, 0.1743, 0.2027], [-0.0199, -0.1331, -0.0977], [0.0290, 0.0617, 0.0537], [0.0110, 0.0012, -0.0560], [0.0148, 0.0259, 0.0034], [-0.0147, 0.0077, 0.0434], [-0.0141, -0.0133, 0.0467], [-0.0351, 0.0959, 0.0442], [0.0211, 0.0022, -0.0480], [0.0001, -0.0389, -0.0289], [0.0143, -0.0444, -0.0321], [-0.0071, 0.0048, -0.0141], [-0.0004, 0.0426, 0.0271]], "mulliken_charge": [-1.400, -0.465, -0.028, -0.136, -0.174, 0.160, -0.575, 0.223, -0.117, -0.350, 0.231, -0.412, -0.102, 0.402, 0.384, 0.337, 0.465, 0.128, 0.558, 0.216, 0.702, 0.264, 0.324, 0.326, -0.684, -0.376, -0.720, -0.397, -0.280, -0.909, 0.250, 0.273, 0.330, 0.352, 0.409, 0.384, 0.367, 0.368, 0.435, 0.239, -0.789, -0.335, -0.462, -0.390, -0.385, -0.725, 0.245, 0.347, 0.323, 0.339, 0.318, 0.372, 0.258, 0.310, 0.312, 0.261], "e_tot_ha": -4147.8709, "homo_energy_ha": -0.424, "orbital_gap_ev": 8.662, "fmax_ha_per_bohr": 0.0266, "charge": 1, "lumo_ev": -2.865}

=====

{"formula": "C4H8FN", "method": "ωB97M-V/def2-TZVPD", "elements": ["C", "C", "C", "C", "N", "F", "H", "H", "H", "H", "H", "H", "H", "H"], "coordinates": [[-1.27997, -0.29498, 0.06861], [0.10241, 0.11704, 0.64708], [0.15017, 1.12172, -0.59182], [1.16492, -0.98793, 0.62812], [-1.43201, 0.95502, -0.56472], [0.60839, 0.60447, -1.70481], [-1.05632, -1.07084, -0.72431], [-1.98069, -0.53135, 0.76741], [-0.03575, 0.64317, 1.60289], [0.54731, 2.19672, -0.49291], [1.52682, -1.26313, -0.40273], [1.09791, -1.93366, 1.15739], [2.14125, -0.59151, 1.16201], [-1.55444, 1.03524, -1.55220]], "forces_ev_per_a": [[3.2583, -1.4669, -2.1890], [0.0864, -1.1404, -1.1392], [-3.0519, 2.0199, 3.9603], [3.5441, 1.1656, 0.4886], [3.1143, 3.7932, -0.7912], [1.1371, -1.1073, -1.9314], [-0.6819, 0.0423, 1.2160], [-2.2401, -0.9865, 1.6332], [0.3467, -0.1159, -0.4214], [-0.6001, -1.6026, -0.0002], [-0.6891, 0.4721, 0.8335], [-1.1967, -0.0052, 0.1682], [-1.6285, -0.3836, -1.1335], [-1.3985, -0.6848, -0.6940]], "mulliken_charge": [-0.578, 0.068, 0.084, -1.252, -0.591, -0.282, 0.240, 0.411, 0.353, 0.357, 0.278, 0.366, 0.287, 0.261], "e_tot_ha": -311.7544, "de_lowest_ev": 1.768, "homo_energy_ha": -0.349, "orbital_gap_ev": 10.650, "fmax_ha_per_bohr": 0.1049, "charge": 0, "lumo_ev": 1.141}

=====

{"formula": "C15H43BN2O8PSSi", "method": "ωB97M-V/def2-TZVPD", "elements": ["C", "Si", "C", "C", "S", "B", "N", "O", "P", "N", "O", "H", "H", "H", "H", "H", "H", "H", "H", "H", "H", "H", "H", "H", "H", "H", "C", "O", "C", "C", "O", "C", "C", "O", "C", "H", "H", "H", "H", "H", "H", "H", "H", "H", "H", "H", "H", "H", "H", "C", "O", "C", "C", "O", "C", "C", "O", "C", "H", "H", "H", "H", "H", "H", "H", "H", "H", "H", "H", "H", "H", "H"], "coordinates": [[1.56876, 4.75004, 2.46768], [-0.01608, 5.27237, 1.68518], [-0.36788, 7.08335, 1.84838], [-0.14134, 4.75887, -0.10543], [-1.74086, 4.27493, 2.72536], [-1.71340, 2.52621, 1.92794], [-0.83347, 1.53880, 2.47554], [-2.55871, 2.35314, 0.87744], [-3.63679, 5.31597, 2.19340], [-4.61472, 4.12462, 2.88962], [-3.85981, 4.95544, 0.65264], [1.57656, 4.82815, 3.55383], [2.33148, 5.43505, 2.08586], [1.87309, 3.74259, 2.18490], [-0.23947, 7.41141, 2.87984], [0.37872, 7.60216, 1.24524], [-1.37338, 7.32252, 1.50776], [0.26970, 3.76104, -0.26301], [-1.19637, 4.75690, -0.38993], [0.35844, 5.48891, -0.73991], [-0.77509, 1.67525, 3.48370], [0.11651, 1.65209, 2.12158], [-2.08204, 2.19772, 0.04732], [-5.47090, 4.05846, 2.34312], [-4.85353, 4.39560, 3.84118], [-3.49332, 4.09719, 0.38083], [-0.87234, -3.31415, 1.25784], [-2.09345, -2.60875, 1.14835], [-1.98380, -1.26477, 0.74684], [-2.54061, -0.91504, -0.62934], [-2.05160, -1.60675, -1.75487], [-2.27244, -3.00114, -1.90082], [-3.70194, -3.49298, -2.04541], [-4.56211, -3.22112, -0.95970], [-5.63123, -2.33271, -1.20387], [-0.65362, -3.53414, 2.30546], [-0.95747, -4.26875, 0.73315], [-0.04358, -2.74901, 0.82390], [-0.94417, -0.92646, 0.81971], [-2.56124, -0.66824, 1.46372], [-2.24026, 0.12631, -0.80280], [-3.63202, -0.90310, -0.61708], [-1.74529, -3.56006, -1.12722], [-1.78081, -3.25574, -2.84327], [-3.62464, -4.58317, -2.13047], [-4.13416, -3.12910, -2.98331], [-5.50254, -1.77775, -2.13689], [-5.69511, -1.61838, -0.37932], [-6.57559, -2.88109, -1.24417], [1.98904, -0.77154, -1.30912], [2.57428, -1.86398, -0.63989], [2.30728, -3.14651, -1.17726], [3.48290, -3.89702, -1.78581], [4.21495, -3.27986, -2.82226], [4.95291, -2.09622, -2.59054], [6.11682, -2.14587, -1.61486], [5.79738, -2.48557, -0.28200], [6.30410, -3.71489, 0.19704], [1.20467, -0.32806, -0.68290], [2.74969, -0.00601, -1.48652], [1.54854, -1.05709, -2.26653], [1.48696, -3.09046, -1.90083], [1.95894, -3.76801, -0.34366], [3.04278, -4.78463, -2.24873], [4.14808, -4.27380, -1.00710], [4.28977, -1.26029, -2.35855], [5.39929, -1.86281, -3.56083], [6.52385, -1.12732, -1.59681], [6.90563, -2.79779, -2.00348], [6.66484, -4.35521, -0.61117], [5.51059, -4.24297, 0.72983], [7.12061, -3.53680, 0.90150]], "forces_ev_per_a": [[0.0096, -0.1345, 0.1557], [0.2024, 0.4728, -0.6726], [0.0528, -0.3771, 0.3843], [-0.4098, -0.1593, 0.4555], [0.2535, -0.4800, 0.6478], [-0.2150, -0.3095, 0.2395], [0.1054, 1.0300, 0.1763], [0.4609, 0.8971, -0.6042], [-0.4892, 0.4815, -0.0717], [-0.0757, 0.4079, 0.2548], [0.5189, 0.0805, -0.3830], [-0.0350, 0.0172, 0.0304], [0.0249, -0.0040, -0.0161], [-0.0013, -0.0394, 0.0146], [-0.1154, 0.0940, 0.0217], [-0.0977, 0.0937, -0.1107], [0.0279, 0.2030, -0.0709], [0.1032, 0.0264, -0.2037], [0.0275, 0.0225, -0.1474], [0.1745, -0.0958, -0.0514], [0.2694, -0.1466, -0.0346], [-0.0065, -0.6201, -0.0944], [-0.3206, -0.6513, -0.0323], [0.0139, -0.2554, 0.0664], [-0.1091, -0.2795, 0.0179], [-0.3376, -0.2385, 0.0599], [-0.0138, -0.1591, 0.0275], [0.0297, 0.0527, -0.2420], [-0.0182, 0.0837, 0.1941], [-0.2830, -0.0624, -0.0356], [0.1899, 0.1726, -0.1210], [0.1508, -0.1411, 0.1074], [-0.1456, -0.1697, -0.1208], [0.2133, 0.2067, 0.0898], [-0.0792, -0.0861, 0.0512], [0.0234, 0.0881, 0.0187], [-0.0097, 0.0232, -0.0100], [0.0448, -0.0487, 0.0154], [0.0447, -0.0853, -0.0363], [0.0605, 0.1042, -0.0395], [0.0153, -0.0067, -0.0493], [-0.0110, -0.2174, 0.0897], [-0.1696, 0.0506, 0.1569], [0.0147, 0.0360, -0.0101], [0.0004, 0.0118, -0.1068], [-0.0070, 0.1085, 0.0373], [0.0155, 0.0026, -0.0034], [0.0053, -0.0112, 0.0063], [-0.0071, 0.0039, -0.0692], [0.0249, 0.0559, 0.1157], [0.1257, 0.0036, -0.1025], [-0.2649, -0.0649, 0.0788], [0.2397, -0.1101, 0.1875], [-0.0764, -0.0646, -0.2334], [-0.1363, 0.1515, -0.0105], [0.2244, 0.0911, 0.0441], [-0.2404, -0.0734, -0.1003], [0.0308, 0.0519, 0.1036], [-0.0641, -0.0334, -0.0473], [-0.0035, -0.0222, -0.0157], [0.0006, 0.0079, -0.0100], [0.0380, 0.0933, -0.0526], [-0.0524, -0.0889, -0.0921], [0.0122, 0.0015, -0.0244], [0.0238, 0.2239, 0.0991], [-0.0137, -0.0708, 0.2186], [-0.0082, -0.0086, -0.0145], [0.0712, -0.0323, -0.0848], [-0.0606, -0.1012, 0.0231], [-0.0125, 0.0000, -0.0153], [-0.0058, 0.0109, -0.0024], [0.0514, -0.0136, -0.0467]], "mulliken_charge": [-0.990, 0.336, -1.047, -0.934, -0.236, 0.442, -0.369, -0.384, 0.290, -0.491, -0.440, 0.354, 0.345, 0.333, 0.325, 0.366, 0.375, 0.307, 0.271, 0.436, 0.253, 0.250, 0.278, 0.279, 0.267, 0.413, -0.552, -0.411, 0.002, 0.211, -0.501, 0.124, -0.665, -0.342, -0.770, 0.306, 0.271, 0.076, 0.148, 0.210, 0.011, -0.072, -0.133, 0.475, 0.377, 0.358, 0.384, 0.210, 0.255, -0.652, -0.318, -0.183, -0.440, -0.459, -0.076, -0.492, -0.320, -0.815, 0.022, 0.277, 0.432, 0.288, 0.254, 0.425, 0.089, -0.089, 0.431, 0.369, 0.364, 0.411, 0.238, 0.243], "e_tot_ha": -2362.4247, "homo_energy_ha": -0.393, "orbital_gap_ev": 7.348, "fmax_ha_per_bohr": 0.0229, "charge": 1, "lumo_ev": -3.335}